This record from the Open Molecules 2025 dataset describes 2 unconnected molecules or ions with the total composition C5H10O2. The level of theory is the ωB97M-V functional and the def2-TZVPD basis.

The geometry in XYZ format:
```
17
Properties=species:S:1:pos:R:3
C 2.135 0.961 -0.271
O 0.733 1.040 -0.410
C 0.084 -0.035 -0.952
C 0.234 -1.555 1.031
O -0.671 -2.341 0.900
C -1.223 -0.180 -0.743
C -1.983 0.772 0.129
H 2.426 0.362 0.603
H 2.608 0.544 -1.168
H 2.491 1.983 -0.121
H 0.683 -0.726 -1.548
H 0.129 -0.545 1.479
H 1.281 -1.813 0.766
H -1.725 -1.059 -1.137
H -3.032 0.487 0.246
H -1.532 0.841 1.129
H -1.929 1.775 -0.303
```

Values from the calculation:
- E_tot (eV) = -9439.680
- SMILES = C/C=C\OC.C=O
- multiplicity = 1
- energy above the lowest of the compared OMol25 structures with the same formula, charge and spin (kJ/mol) = 324.51
- max |F| (Eh/bohr) = 0.014
- total charge = 0

=====

This record from the Open Molecules 2025 dataset describes 2 unconnected molecules or ions with the total composition C5H10O2 in a non-equilibrium geometry. The level of theory is the ωB97M-V functional and the def2-TZVPD basis.

The geometry in XYZ format:
```
17
Properties=species:S:1:pos:R:3
C 2.168 0.428 -0.999
C 0.727 0.462 -0.737
C -0.030 -0.523 -0.087
O 0.487 -1.660 0.273
C -1.480 -0.372 0.047
C -2.189 0.013 -1.034
H 2.773 0.910 -0.225
H 2.415 0.819 -1.977
H 2.506 -0.610 -1.069
H 0.169 1.340 -1.042
H -0.072 -2.036 0.976
H -1.914 -0.845 0.927
H -1.788 0.008 -2.042
H -3.122 0.567 -0.971
H 0.364 0.512 2.139
H -0.732 0.881 3.092
O -0.282 0.106 2.729
```

Values from the calculation:
- E_tot (eV) = -9432.126
- multiplicity = 2
- energy above the lowest of the compared OMol25 structures with the same formula, charge and spin (kJ/mol) = 94.06
- max |F| (Eh/bohr) = 0.044
- total charge = +1

=====

This record from the Open Molecules 2025 dataset describes a single C5H10O2S molecule in a non-equilibrium geometry. The level of theory is the ωB97M-V functional and the def2-TZVPD basis.

The geometry in XYZ format:
```
18
Properties=species:S:1:pos:R:3
C -0.320 0.724 1.827
C 0.904 0.917 2.545
C -1.800 -0.161 -1.243
C 1.565 -0.352 -2.000
C -0.762 -0.953 -0.520
O -0.114 -0.271 0.781
O -1.340 1.387 2.010
S 0.493 -1.778 -1.389
H 0.668 1.086 3.657
H 1.421 -0.148 2.399
H 1.637 1.668 2.212
H -2.432 -0.841 -1.948
H -2.531 0.115 -0.462
H -1.525 0.681 -1.756
H 1.057 0.015 -2.903
H 2.609 -0.756 -1.951
H 1.659 0.496 -1.175
H -1.189 -1.829 -0.083
```

Values from the calculation:
- E_tot (eV) = -20275.259
- SMILES = CS[C@H](C)OC(C)=O
- multiplicity = 1
- energy above the lowest of the compared OMol25 structures with the same formula, charge and spin (kJ/mol) = 234.73
- max |F| (Eh/bohr) = 0.108
- total charge = 0

=====

This record from the Open Molecules 2025 dataset describes 2 unconnected molecules or ions with the total composition C5H10O3. The level of theory is the ωB97M-V functional and the def2-TZVPD basis.

The geometry in XYZ format:
```
18
Properties=species:S:1:pos:R:3
C 0.527 0.147 -0.758
C 0.263 -0.895 0.049
C 1.137 1.420 -0.274
C 0.492 -0.866 1.525
C -1.921 0.588 0.110
O 0.319 0.107 -2.121
O -0.222 -2.100 -0.430
O -1.651 1.311 1.035
H -0.300 -0.597 -2.349
H 0.090 -2.255 -1.330
H -2.273 -0.445 0.251
H -1.959 0.953 -0.928
H 0.466 1.912 0.432
H 2.082 1.233 0.231
H 1.305 2.073 -1.125
H 0.125 -1.794 1.953
H 1.552 -0.765 1.749
H -0.032 -0.026 1.978
```

Values from the calculation:
- E_tot (eV) = -11487.963
- SMILES = C/C(O)=C(\C)O.C=O
- multiplicity = 1
- energy above the lowest of the compared OMol25 structures with the same formula, charge and spin (kJ/mol) = 214.56
- max |F| (Eh/bohr) = 0.012
- total charge = 0

=====

This record from the Open Molecules 2025 dataset describes 2 unconnected molecules or ions with the total composition C5H10O4 in a non-equilibrium geometry. The level of theory is the ωB97M-V functional and the def2-TZVPD basis.

The geometry in XYZ format:
```
19
Properties=species:S:1:pos:R:3
C -2.975 -0.153 0.002
C -4.231 0.661 -0.265
C -3.193 -1.622 -0.338
C 4.923 0.144 1.126
O 5.669 -0.867 0.672
O 5.164 0.733 2.143
H 6.479 -0.997 1.193
H -2.717 -0.066 1.060
H -2.303 -2.214 -0.139
H -4.001 -2.035 0.265
H -4.107 1.709 -0.003
H -4.582 0.555 -1.291
H -5.064 0.298 0.338
H -3.521 -1.748 -1.369
C 4.169 0.836 -0.164
O 4.736 1.967 -0.569
O 3.310 0.234 -0.742
H 4.286 2.337 -1.349
H -2.040 0.227 -0.571
```

Values from the calculation:
- E_tot (eV) = -13536.753
- SMILES = O=C(O)C(=O)O.CCC
- multiplicity = 1
- energy above the lowest of the compared OMol25 structures with the same formula, charge and spin (kJ/mol) = 109.92
- max |F| (Eh/bohr) = 0.076
- total charge = 0

=====

This record from the Open Molecules 2025 dataset describes a gas-phase ion, C5H10OS (charge +1) in a non-equilibrium geometry. The level of theory is the ωB97M-V functional and the def2-TZVPD basis.

The geometry in XYZ format:
```
17
Properties=species:S:1:pos:R:3
O -0.867 0.808 -1.252
C -1.207 -0.308 -1.575
C -0.578 -1.490 -0.913
C 0.891 -1.255 -0.497
C 1.229 -0.117 0.495
S -0.211 0.285 1.497
C -0.348 2.023 1.616
H -2.118 -0.469 -2.174
H -0.487 -2.391 -1.510
H -1.196 -1.736 -0.043
H 1.249 -2.205 -0.102
H 1.448 -0.985 -1.387
H 2.143 -0.233 1.073
H 1.295 0.787 -0.115
H -1.331 2.276 2.020
H 0.399 2.521 2.237
H -0.310 2.489 0.632
```

Values from the calculation:
- E_tot (eV) = -18220.918
- multiplicity = 2
- energy above the lowest of the compared OMol25 structures with the same formula, charge and spin (kJ/mol) = 0.00
- max |F| (Eh/bohr) = 0.033
- total charge = +1

=====

This record from the Open Molecules 2025 dataset describes 2 unconnected molecules or ions with the total composition C5H10OS2 in a non-equilibrium geometry. The level of theory is the ωB97M-V functional and the def2-TZVPD basis.

The geometry in XYZ format:
```
18
Properties=species:S:1:pos:R:3
C 0.780 2.034 -0.618
C 0.526 1.878 0.862
C 0.646 0.699 -0.008
C -2.402 -1.078 1.020
C 1.078 -1.511 -1.422
O 1.662 -1.410 1.179
S -2.197 -0.247 -0.568
S 1.830 -0.591 -0.016
H -0.033 2.394 -1.232
H 1.755 2.352 -0.963
H 1.322 2.081 1.563
H -0.451 2.142 1.239
H -1.634 -0.725 1.702
H -2.310 -2.150 0.882
H -3.385 -0.835 1.416
H 1.715 -2.358 -1.657
H 1.009 -0.831 -2.261
H 0.090 -1.843 -1.117
```

Values from the calculation:
- E_tot (eV) = -29060.077
- multiplicity = 1
- energy above the lowest of the compared OMol25 structures with the same formula, charge and spin (kJ/mol) = 467.05
- max |F| (Eh/bohr) = 0.042
- total charge = 0

=====

This record from the Open Molecules 2025 dataset describes 2 unconnected molecules or ions with the total composition C5H10OSi in a non-equilibrium geometry. The level of theory is the ωB97M-V functional and the def2-TZVPD basis.

The geometry in XYZ format:
```
17
Properties=species:S:1:pos:R:3
C -2.396 1.121 0.270
C -2.516 -0.077 -0.256
C 1.038 -2.157 0.811
C 0.934 -1.824 -0.671
C 0.535 -0.774 0.334
O 0.994 0.416 0.717
Si 1.228 1.892 0.038
H -2.956 1.984 -0.210
H -1.893 1.446 1.108
H -3.113 -0.482 -1.179
H 0.460 -2.830 1.286
H 2.026 -2.250 1.061
H 1.839 -1.752 -1.253
H 0.183 -2.084 -1.394
H 0.422 2.149 -1.043
H 2.509 2.406 -0.618
H 0.706 2.814 0.999
```

Values from the calculation:
- E_tot (eV) = -15265.027
- multiplicity = 1
- energy above the lowest of the compared OMol25 structures with the same formula, charge and spin (kJ/mol) = 621.82
- max |F| (Eh/bohr) = 0.085
- total charge = 0

=====

This record from the Open Molecules 2025 dataset describes a single C5H10S molecule in a non-equilibrium geometry. The level of theory is the ωB97M-V functional and the def2-TZVPD basis.

The geometry in XYZ format:
```
16
Properties=species:S:1:pos:R:3
C 0.613 -0.289 -1.668
C -0.196 -0.923 -0.357
C -0.992 -0.259 0.688
C -1.213 1.255 0.749
C 0.352 -0.533 0.995
H 0.263 -0.529 -2.853
H 0.673 0.749 -1.385
H 1.685 -0.827 -1.424
H -0.247 -2.014 -0.537
H -1.697 -0.876 1.392
H -0.349 1.879 0.447
H -1.698 1.479 1.775
H -1.917 1.367 -0.209
H 0.619 -1.596 1.535
H 2.204 0.736 -0.365
S 1.900 0.382 1.217
```

Values from the calculation:
- E_tot (eV) = -16177.850
- SMILES = C[C@@H]1[C@H](C)[C@@H]1S
- multiplicity = 1
- energy above the lowest of the compared OMol25 structures with the same formula, charge and spin (kJ/mol) = 446.44
- max |F| (Eh/bohr) = 0.160
- total charge = 0

=====

This record from the Open Molecules 2025 dataset describes a single C5H10S2 molecule in a non-equilibrium geometry. The level of theory is the ωB97M-V functional and the def2-TZVPD basis.

The geometry in XYZ format:
```
17
Properties=species:S:1:pos:R:3
C 2.240 0.288 0.071
C 1.656 1.589 0.293
C -1.422 0.066 -1.167
C -1.317 -1.649 0.711
C -0.647 -0.402 0.035
S 3.815 -0.135 0.065
S 1.077 -1.013 -0.265
H 0.931 1.801 -0.507
H 2.448 2.480 0.351
H 1.196 1.737 1.313
H -1.715 -0.781 -1.746
H -2.233 0.634 -0.890
H -0.720 0.736 -1.641
H -1.640 -2.410 -0.049
H -2.290 -1.116 1.039
H -0.706 -2.137 1.557
H -0.673 0.312 0.829
```

Values from the calculation:
- E_tot (eV) = -27016.455
- SMILES = CC(=S)SC(C)C
- multiplicity = 1
- energy above the lowest of the compared OMol25 structures with the same formula, charge and spin (kJ/mol) = 70.57
- max |F| (Eh/bohr) = 0.085
- total charge = 0

=====

This record from the Open Molecules 2025 dataset describes a molecular structure, C5H11AgClNO10S2 in a non-equilibrium geometry. The level of theory is the ωB97M-V functional and the def2-TZVPD basis.

The geometry in XYZ format:
```
31
Properties=species:S:1:pos:R:3
Ag -14.754 -8.795 -9.663
Cl -14.140 -6.477 -8.777
C -14.825 -4.586 -11.756
N -15.167 -5.376 -12.978
O -14.240 -5.826 -13.614
O -16.337 -5.538 -13.244
H -15.483 -4.850 -10.938
H -14.888 -3.550 -12.080
H -13.785 -4.840 -11.572
C -14.643 -5.530 -5.083
C -13.254 -5.226 -4.581
O -13.552 -4.746 -3.253
S -14.863 -3.847 -3.263
O -14.518 -2.480 -3.500
O -15.683 -4.189 -2.138
O -15.517 -4.514 -4.591
H -15.019 -6.456 -4.643
H -14.686 -5.548 -6.180
H -12.711 -4.440 -5.108
H -12.638 -6.118 -4.507
C -12.240 -2.320 -10.417
C -11.706 -3.548 -9.651
O -10.728 -4.148 -10.475
S -10.667 -3.482 -11.960
O -10.834 -4.457 -12.992
O -9.541 -2.598 -12.020
O -12.044 -2.621 -11.788
H -11.773 -1.382 -10.113
H -13.316 -2.221 -10.273
H -12.570 -4.217 -9.513
H -11.267 -3.293 -8.690
```

Values from the calculation:
- E_tot (eV) = -65504.719
- multiplicity = 2
- energy above the lowest of the compared OMol25 structures with the same formula, charge and spin (kJ/mol) = 9.47
- max |F| (Eh/bohr) = 0.034
- total charge = +1

=====

This record from the Open Molecules 2025 dataset describes 2 unconnected molecules or ions with the total composition C5H11BF3O4S in a non-equilibrium geometry. The level of theory is the ωB97M-V functional and the def2-TZVPD basis.

The geometry in XYZ format:
```
25
Properties=species:S:1:pos:R:3
C -0.191 0.919 0.571
B 1.284 0.352 0.824
O 1.693 -0.723 -0.013
C 2.791 -0.371 -0.829
C 2.389 0.336 -2.149
C 3.456 1.359 -2.617
H -0.884 0.071 0.502
H -0.176 1.422 -0.409
H -0.477 1.586 1.387
H 1.969 0.788 1.693
H 3.287 -1.310 -1.108
H 3.522 0.244 -0.280
H 1.419 0.834 -2.076
H 2.318 -0.442 -2.918
H 3.261 2.372 -2.255
H 3.485 1.399 -3.713
H 4.457 1.044 -2.298
C -4.073 -2.088 1.854
F -3.904 -2.729 3.016
F -2.987 -2.349 1.114
F -5.103 -2.681 1.239
S -4.344 -0.271 2.085
O -3.137 0.189 2.757
O -5.552 -0.190 2.891
O -4.501 0.240 0.732
```

Values from the calculation:
- E_tot (eV) = -33220.101
- multiplicity = 1
- energy above the lowest of the compared OMol25 structures with the same formula, charge and spin (kJ/mol) = 0.00
- max |F| (Eh/bohr) = 0.043
- total charge = -1

=====

- Which of these has the lowest max |F|?
  C5H10O3

=====

Copy entry 11 word for word.
This record from the Open Molecules 2025 dataset describes a molecular structure, C5H11AgClNO10S2 in a non-equilibrium geometry. The level of theory is the ωB97M-V functional and the def2-TZVPD basis.

The geometry in XYZ format:
```
31
Properties=species:S:1:pos:R:3
Ag -14.754 -8.795 -9.663
Cl -14.140 -6.477 -8.777
C -14.825 -4.586 -11.756
N -15.167 -5.376 -12.978
O -14.240 -5.826 -13.614
O -16.337 -5.538 -13.244
H -15.483 -4.850 -10.938
H -14.888 -3.550 -12.080
H -13.785 -4.840 -11.572
C -14.643 -5.530 -5.083
C -13.254 -5.226 -4.581
O -13.552 -4.746 -3.253
S -14.863 -3.847 -3.263
O -14.518 -2.480 -3.500
O -15.683 -4.189 -2.138
O -15.517 -4.514 -4.591
H -15.019 -6.456 -4.643
H -14.686 -5.548 -6.180
H -12.711 -4.440 -5.108
H -12.638 -6.118 -4.507
C -12.240 -2.320 -10.417
C -11.706 -3.548 -9.651
O -10.728 -4.148 -10.475
S -10.667 -3.482 -11.960
O -10.834 -4.457 -12.992
O -9.541 -2.598 -12.020
O -12.044 -2.621 -11.788
H -11.773 -1.382 -10.113
H -13.316 -2.221 -10.273
H -12.570 -4.217 -9.513
H -11.267 -3.293 -8.690
```

Values from the calculation:
- E_tot (eV) = -65504.719
- multiplicity = 2
- energy above the lowest of the compared OMol25 structures with the same formula, charge and spin (kJ/mol) = 9.47
- max |F| (Eh/bohr) = 0.034
- total charge = +1

=====

- The highest E_tot belongs to which entry?
  number 2